No. 1
Formula: C20H28BF3N
Source: OMol25
Level of theory: the ωB97M-V functional and the def2-TZVPD basis

XYZ file:
```
53
Properties=species:S:1:pos:R:3:forces:R:3
F -3.061504 5.164795 1.245797 1.24 -0.30 -0.49
C -1.783315 4.949623 0.798277 -0.21 1.49 1.19
F -1.314759 6.136007 0.315970 -0.46 -1.20 0.33
F -1.026075 4.649680 1.910250 -0.78 0.10 -1.29
C -1.730446 3.844337 -0.217247 0.14 -0.40 -0.12
C -1.161384 4.028353 -1.478674 0.00 0.04 -0.01
C -0.865628 2.922069 -2.259694 0.57 -0.56 -0.07
C -1.154767 1.597852 -1.815553 -0.36 1.00 0.68
C -0.527938 0.448301 -2.412093 -1.13 -0.62 -1.23
C -1.164748 -0.815511 -2.591446 -0.02 -0.34 -0.03
C -0.411367 -1.943016 -3.053996 0.10 0.31 0.35
C -0.912016 -3.230489 -2.935904 0.13 0.11 -0.25
C -2.209276 -3.439322 -2.449884 0.34 0.37 0.19
C -3.026816 -2.346907 -2.137344 0.01 0.38 -0.14
C -2.534956 -1.055429 -2.258050 0.09 -0.06 0.39
C -1.995366 1.497870 -0.665428 0.19 -0.32 -0.19
C -2.220154 2.592709 0.154381 0.03 -0.07 -0.29
H -0.906528 5.030266 -1.820954 -0.01 -0.29 0.10
H -0.386210 3.054833 -3.237251 -0.02 0.00 0.52
H 0.446366 0.588382 -2.901726 -0.36 -0.04 0.36
H 0.586078 -1.758889 -3.454811 -0.13 -0.19 0.30
H -0.288763 -4.082163 -3.215184 -0.23 0.31 0.04
H -2.574126 -4.450874 -2.298747 0.01 0.13 -0.12
H -4.046399 -2.502350 -1.785855 0.24 0.02 -0.23
H -3.192666 -0.208751 -2.067523 0.14 -0.30 -0.08
H -2.428865 0.537388 -0.385035 0.53 0.36 0.11
H -2.750902 2.464787 1.093305 0.04 0.06 -0.14
C 2.878143 -2.996118 2.318109 0.16 -0.19 0.18
C 2.695575 -1.489954 2.397312 -0.31 0.03 -0.27
N 1.632355 -0.895550 1.488147 -0.37 0.44 0.38
C 0.306032 -1.525578 1.897717 0.64 0.11 -0.17
C -0.863851 -1.127904 1.027029 -0.56 0.04 -0.17
C 1.590604 0.585529 1.866028 -0.02 -0.67 -0.16
C 2.933379 1.274714 1.692687 0.23 0.52 0.15
B 1.877902 -1.072170 -0.104240 0.29 0.07 -0.82
H 1.016213 -0.412736 -0.743454 0.19 -0.18 0.45
H 3.771856 -3.217579 2.915288 -0.16 -0.08 -0.18
H 2.053037 -3.555429 2.784730 0.25 0.20 -0.26
H 3.049334 -3.362047 1.298165 -0.09 0.19 0.27
H 2.371421 -1.212536 3.414442 0.28 -0.06 -0.21
H 3.637000 -0.974362 2.177358 -0.33 -0.26 -0.03
H 0.446257 -2.611454 1.860878 -0.01 0.35 -0.06
H 0.140342 -1.224870 2.940988 -0.04 -0.19 -0.15
H -1.700082 -1.810173 1.217755 0.09 0.10 0.14
H -1.223167 -0.111416 1.230237 0.24 -0.26 0.08
H -0.636120 -1.204329 -0.042822 0.04 -0.07 0.44
H 0.811046 1.067586 1.261079 0.23 -0.24 0.12
H 1.297487 0.600831 2.925269 -0.08 0.20 -0.25
H 2.758126 2.353747 1.655925 0.03 -0.08 -0.03
H 3.600192 1.108463 2.548221 -0.19 -0.01 -0.24
H 3.459410 0.987405 0.775751 -0.28 0.03 0.21
H 2.931774 -0.586013 -0.487532 -0.11 -0.29 0.50
H 1.808265 -2.261607 -0.390647 -0.18 0.32 0.12
```
Positions in Å, forces in eV/Å.

Energy ... -31505.61120 eV
Relative energy (zero: lowest compared OMol25 entry of this formula, charge and spin) ... 115.2 kJ/mol
Orbital gap ... 0.2380 Ha
Total charge ... +1
HOMO level ... -0.4568 Eh

Mulliken charges in e: -0.25, 0.92, -0.27, -0.23, 0.24, -0.79, -0.68, 0.53, -0.40, 0.82, -0.41, -0.68, -0.30, -0.79, -0.16, -0.20, -1.19, 0.49, 0.46, 0.42, 0.38, 0.42, 0.44, 0.44, 0.76, 0.59, 0.43, -1.35, -0.33, 0.22, -0.68, -0.75, -0.11, -1.37, 0.31, -0.29, 0.44, 0.37, 0.30, 0.28, 0.40, 0.37, 0.24, 0.48, 0.21, 0.04, 0.12, 0.36, 0.41, 0.41, 0.29, -0.19, -0.18

No. 2
Formula: C20H28BeNO3P
Source: OMol25
Level of theory: the ωB97M-V functional and the def2-TZVPD basis

XYZ file:
```
54
Properties=species:S:1:pos:R:3:forces:R:3
C -2.491019 -3.612491 -1.180700 0.23 0.31 0.13
C -2.105971 -2.666650 -2.138098 0.16 0.40 0.46
C -1.501801 -1.451938 -1.752945 -0.73 -1.55 -0.25
C -1.245999 -1.191562 -0.409235 0.15 0.86 -0.54
C -1.642842 -2.129302 0.549714 -0.47 -0.85 -0.40
C -2.260951 -3.340844 0.174344 0.26 0.47 -0.18
C -1.194361 -0.466033 -2.849942 0.31 0.50 -0.30
C -0.896853 0.971171 -2.396304 0.32 -0.66 -0.24
N -1.817506 1.520899 -1.390030 -0.09 0.87 -0.20
Be -0.351953 0.304738 -0.045382 -0.58 -2.65 1.00
C -1.444214 -1.816287 2.021454 0.23 0.25 0.26
P -0.988892 -0.023784 2.086962 -0.12 -1.58 0.05
H -2.268780 -2.829226 -3.198686 -0.15 -0.23 0.04
H -2.534011 -4.046400 0.961727 -0.08 0.07 -0.32
H -2.973324 -4.539665 -1.494678 0.16 0.23 0.14
H -0.639353 -2.416421 2.482289 -0.18 0.20 -0.26
H -2.349104 -2.002681 2.626163 0.25 0.01 -0.27
H -0.298886 -0.789586 -3.401540 -0.14 0.02 0.07
H -1.998622 -0.444420 -3.603041 0.12 -0.11 0.29
H 0.118111 1.004036 -1.935836 -0.35 0.14 -0.63
C 0.157654 0.048524 3.483590 -0.02 0.27 0.70
C -2.550898 0.731348 2.620909 -0.04 0.42 0.48
H -0.861786 1.619170 -3.288262 0.09 -0.21 0.18
C -3.203796 1.023184 -1.337266 0.09 0.18 -0.07
C -1.811348 3.006849 -1.469872 0.11 -0.03 -0.05
H -0.599256 2.156070 0.955292 0.88 -0.87 -2.01
H -3.869183 1.837058 -1.624000 -0.21 -0.16 0.00
H -3.395059 0.189033 -2.007158 0.12 -0.06 0.14
H -3.447728 0.723458 -0.316705 -0.05 -0.11 -0.08
H -2.826849 3.390495 -1.664267 0.41 -0.12 0.14
H -1.450809 3.454864 -0.533236 -0.01 -0.02 -0.23
H -1.175236 3.361608 -2.305706 -0.17 -0.21 0.60
H -2.744771 0.513669 3.681223 -0.09 0.07 -0.29
H -2.458341 1.818254 2.498610 -0.21 -0.11 0.08
H -3.392494 0.377442 2.008951 0.35 0.04 0.13
H -0.286643 -0.393772 4.385571 0.16 0.10 -0.12
H 1.080043 -0.493347 3.234723 -0.28 0.17 -0.05
H 0.410977 1.093605 3.698978 0.07 -0.18 0.01
H -0.331324 1.747876 0.294958 -0.53 3.48 1.95
O 3.162651 -1.839570 0.155741 -0.77 0.21 0.16
C 3.999907 -0.790061 0.214507 0.00 0.65 -0.09
C 5.362041 -1.030458 0.477758 -0.08 -0.10 0.22
C 6.262914 0.030897 0.546276 -0.33 0.02 -0.25
C 5.839376 1.334004 0.247489 -0.31 0.02 0.14
C 4.492249 1.571824 -0.030954 0.47 -0.24 0.13
C 3.547933 0.545121 0.000011 0.41 -0.53 0.04
C 2.116536 0.917154 -0.180124 -0.76 0.08 -0.14
O 1.759569 2.051519 -0.518196 0.38 -1.11 0.27
O 1.223272 -0.058168 0.064735 0.78 1.50 -0.58
H 2.229801 -1.476419 0.096881 0.87 -0.29 0.00
H 5.681300 -2.064569 0.681563 -0.22 0.60 -0.16
H 7.305284 -0.158674 0.818190 -0.37 0.04 -0.16
H 6.536818 2.169680 0.283368 -0.12 -0.25 -0.08
H 4.123529 2.558780 -0.279816 0.10 0.05 0.14
```
Positions in Å, forces in eV/Å.

Energy ... -38517.24211 eV
Relative energy (zero: lowest compared OMol25 entry of this formula, charge and spin) ... 0.0 kJ/mol
Orbital gap ... 0.3056 Ha
HOMO level ... -0.2913 Eh

Mulliken charges in e: -0.82, -0.93, 0.49, 0.68, 1.41, -0.70, -1.22, -0.46, 0.33, -1.24, -1.56, 0.99, 0.42, 0.45, 0.37, 0.50, 0.49, 0.58, 0.39, -0.31, -1.40, -1.40, 0.66, -0.85, -1.06, 0.27, 0.37, 0.33, 0.04, 0.39, 0.25, 0.34, 0.42, 0.36, 0.37, 0.43, 0.37, 0.36, -0.27, -0.73, 0.39, -0.57, -0.29, -0.64, -0.58, 0.03, 1.03, -0.70, 0.08, 0.53, 0.39, 0.37, 0.37, 0.43

No. 3
Formula: C20H28Br10FN3S3
Source: OMol25
Level of theory: the ωB97M-V functional and the def2-TZVPD basis

XYZ file:
```
65
Properties=species:S:1:pos:R:3:forces:R:3
C -2.438647 5.055550 -0.044684 0.04 -0.68 -0.04
C -2.349483 3.750210 -0.879299 1.01 1.28 -0.12
F -3.597391 3.221009 -1.191610 0.27 -0.08 0.24
C -1.367242 2.728082 -0.236585 -0.58 -0.71 -0.08
C -2.006434 1.443062 0.286413 0.31 0.23 -0.42
C -3.117210 1.379167 1.069714 -0.62 -0.32 -0.02
N -3.801689 2.600850 1.490155 0.64 -0.41 0.43
C -3.706471 2.751665 2.689242 0.05 -0.44 0.93
S -3.514974 2.697545 4.257062 -0.27 0.52 -0.78
C -3.695741 0.135176 1.574089 1.16 0.45 -0.86
C -3.084157 -1.037435 1.249622 -0.86 -0.71 0.28
S -3.814774 -2.562352 1.891790 0.08 0.05 -0.25
C -1.888671 -1.070858 0.444271 -0.40 0.30 0.19
N -1.208395 -2.182976 0.112754 -1.15 4.51 -1.54
S 0.044780 -1.554706 -0.803740 -0.66 0.40 -0.18
N -0.255707 0.044958 -0.786531 -0.58 -0.88 0.56
C -1.363715 0.191249 -0.048605 -0.39 -0.33 0.40
H -1.573308 5.672001 -0.332142 -0.26 -0.13 0.19
H -2.356360 4.813139 1.026647 -0.23 0.33 -0.34
H -3.359574 5.617206 -0.252988 0.24 -0.24 0.06
H -1.891556 4.053187 -1.837992 -0.38 -0.31 0.19
H -0.808648 3.189006 0.593645 -0.21 0.07 -0.33
H -0.634021 2.430146 -1.000888 -0.18 0.11 0.36
H -4.593399 0.148532 2.192656 0.30 0.07 -0.23
H -4.739498 -2.814923 0.925148 0.47 0.29 0.19
Br 0.393501 -3.948696 0.482506 1.98 -3.23 1.34
C 0.179710 -5.416195 1.752994 0.48 0.03 -0.22
C 0.462030 -6.750830 1.115867 -0.21 -0.21 0.18
Br -1.019755 -7.333345 -0.007413 0.06 0.02 -0.06
H -0.827372 -5.337904 2.154375 0.00 -0.03 -0.09
H 0.899364 -5.213922 2.543512 0.01 -0.08 -0.05
H 0.563231 -7.524206 1.876158 0.00 0.05 0.02
H 1.348861 -6.743226 0.489971 -0.02 0.08 0.03
Br 4.055249 1.373048 -1.241207 0.01 0.10 0.03
C 3.752568 2.233388 0.476569 0.07 -0.27 -0.13
C 2.310000 2.629568 0.643273 -0.08 0.24 0.18
Br 1.890120 4.228059 -0.389398 0.19 -0.25 0.16
H 4.435037 3.076233 0.534789 -0.09 0.03 0.02
H 4.033236 1.490907 1.221652 -0.07 0.03 0.02
H 2.103329 2.896052 1.678858 0.06 -0.02 -0.01
H 1.614852 1.855616 0.324673 0.08 -0.01 -0.07
Br 3.873253 0.625047 -5.255017 0.06 -0.07 0.03
C 3.129089 -1.165431 -5.427331 -0.08 0.27 -0.14
C 2.298524 -1.532406 -4.226896 0.03 -0.28 0.14
Br 3.417365 -1.993660 -2.702984 -0.05 0.00 -0.02
H 3.963630 -1.841064 -5.589203 -0.04 -0.02 0.07
H 2.511699 -1.133336 -6.323288 -0.03 -0.02 0.05
H 1.708605 -2.425080 -4.428153 0.02 0.02 -0.05
H 1.638962 -0.731394 -3.903500 0.06 0.04 -0.06
Br 3.629027 -7.046927 3.630144 -0.02 0.09 0.02
C 3.257447 -6.998113 5.541119 0.13 -0.22 -0.17
C 1.801040 -7.252645 5.821789 -0.12 0.18 0.20
Br 0.720444 -5.683281 5.426724 -0.04 -0.07 0.00
H 3.598649 -6.033814 5.905519 -0.08 -0.01 0.00
H 3.873133 -7.785190 5.972603 -0.06 0.00 0.01
H 1.642854 -7.449205 6.880567 0.06 0.01 -0.01
H 1.391819 -8.073161 5.239925 0.08 0.02 -0.02
Br -2.170429 5.030741 -4.710127 -0.02 0.02 0.09
C -1.703434 6.840498 -4.166378 -0.09 -0.11 -0.26
C -0.210852 7.029522 -4.103216 0.10 0.19 0.26
Br 0.544947 6.209951 -2.506289 -0.15 0.11 -0.32
H -2.195795 7.022095 -3.215184 0.08 0.00 0.00
H -2.138023 7.487186 -4.926436 0.06 0.01 0.02
H 0.037169 8.086634 -4.025445 -0.06 -0.01 -0.02
H 0.309201 6.599993 -4.954264 -0.08 -0.03 0.01
```
Positions in Å, forces in eV/Å.

Energy ... -761310.86394 eV
Orbital gap ... 0.2861 Ha
HOMO level ... -0.3156 Eh

Mulliken charges in e: -1.22, 1.06, -0.40, -1.03, 0.17, 0.48, -0.38, 0.40, -0.33, -0.68, -0.15, -0.22, 0.47, -0.61, 0.14, -0.44, 0.45, 0.26, 0.33, 0.32, -0.21, 0.29, 0.51, 0.53, 0.16, 0.04, -0.39, -0.58, -0.17, 0.42, 0.11, 0.29, 0.40, -0.11, -0.61, -0.24, -0.13, 0.39, 0.38, 0.43, -0.10, -0.14, -0.59, -0.59, -0.14, 0.38, 0.36, 0.37, 0.35, -0.14, -0.57, -0.58, -0.13, 0.37, 0.34, 0.35, 0.37, -0.14, -0.61, -0.61, -0.11, 0.34, 0.37, 0.35, 0.38

No. 4
Formula: C20H28Br2N3NiO4PSe
Source: OMol25
Level of theory: the ωB97M-V functional and the def2-TZVPD basis

XYZ file:
```
60
Properties=species:S:1:pos:R:3:forces:R:3
Ni 0.000000 0.000000 0.000000 -0.10 -2.87 -2.64
Br 0.260788 4.669986 1.760870 -0.27 -0.36 -0.15
C -1.148415 3.379298 1.606339 0.33 -0.12 -0.11
C -2.399917 3.788384 2.077133 -0.51 -0.82 -0.19
C -3.477776 2.916716 2.004106 0.52 0.87 0.22
Br -5.147597 3.549462 2.666244 0.07 -0.25 -0.12
C -3.314283 1.628480 1.459882 -0.52 -0.26 0.01
C -4.336874 0.659578 1.335115 -0.09 -0.69 -0.23
C -4.062162 -0.584337 0.780590 -0.43 1.24 0.58
C -2.770198 -0.828706 0.364139 1.92 0.14 -0.45
N -1.768127 0.062959 0.463809 -3.91 -1.49 0.40
C -2.027170 1.258474 0.995520 -1.85 0.04 0.47
C -0.921086 2.097687 1.048848 0.65 2.45 0.75
O 0.195766 1.667588 0.603287 -2.38 2.10 0.88
H -2.519414 4.782184 2.495324 0.00 -0.16 -0.07
H -5.348644 0.866014 1.667137 0.16 0.19 0.03
H -4.830929 -1.338723 0.676635 0.07 0.05 0.00
H -2.485829 -1.777728 -0.077500 -0.06 0.02 0.03
C 4.672586 -1.890335 -2.339808 0.15 -0.24 -0.25
C 4.222290 -1.456573 -0.951479 1.39 -0.99 0.05
O 3.777737 -0.113207 -0.984286 -1.84 -1.39 0.26
P 2.127782 -0.063687 -0.553431 3.63 1.87 -0.76
O 2.526853 0.670945 0.942443 -0.84 -0.18 -3.15
C 2.340158 2.070306 0.860864 1.73 2.79 0.60
C 3.691822 2.771101 0.834234 0.52 0.03 0.06
O 1.791610 0.877369 -1.933546 0.91 -0.02 1.90
C 1.335668 0.043667 -2.978926 -0.48 -0.12 -1.30
C 2.210146 0.272064 -4.202410 0.38 0.12 -0.27
H 5.089566 -2.917819 -2.296347 -0.15 0.54 -0.06
H 5.451743 -1.198131 -2.723293 -0.51 -0.42 0.15
H 3.809621 -1.904179 -3.034219 0.49 0.05 0.27
H 5.084149 -1.515708 -0.254907 -0.40 0.00 -0.24
H 3.472212 -2.200913 -0.590089 0.20 0.69 -0.05
H 1.780888 2.400871 1.761814 0.62 -0.32 -0.54
H 1.729352 2.414254 -0.004934 1.29 -0.31 0.63
H 4.267433 2.514557 1.749004 -0.15 0.19 -0.54
H 3.546071 3.871479 0.798625 0.09 -0.59 0.03
H 4.268658 2.456020 -0.060177 -0.22 0.22 0.53
H 0.286081 0.315223 -3.222261 0.56 -0.26 0.25
H 1.346228 -1.046852 -2.744871 -0.02 0.56 0.23
H 2.140604 1.329173 -4.531416 0.03 -0.61 0.15
H 1.882516 -0.393593 -5.028162 0.18 0.40 0.39
H 3.269937 0.057355 -3.961758 -0.55 0.14 -0.19
C 0.851185 -3.900396 3.110954 -0.09 -0.09 -0.44
N 1.030395 -2.761880 4.007557 0.10 0.05 0.19
C 1.342674 -2.819190 5.318106 0.61 0.77 2.64
C 1.419982 -1.528595 5.803438 0.37 -2.39 1.38
N 1.155201 -0.677864 4.791265 0.01 -0.22 -0.04
C 1.131489 0.780015 4.870941 -0.08 0.50 -0.31
C 0.920958 -1.449426 3.707613 -0.27 0.08 -0.96
Se 0.526181 -0.828117 2.118312 -0.75 -0.49 0.50
H 1.008346 -4.855547 3.656203 -0.05 0.84 -0.13
H 1.583566 -3.840373 2.278590 -0.53 0.03 0.46
H -0.178681 -3.891871 2.696304 0.66 0.08 0.17
H 1.502784 -3.729542 5.881459 -0.06 0.11 -0.29
H 1.652135 -1.235485 6.819258 -0.07 0.12 -0.29
H 1.366062 1.118646 5.902743 -0.14 -0.54 -0.64
H 0.123463 1.153698 4.593618 0.64 -0.22 0.05
H 1.885744 1.205254 4.176029 -0.54 -0.26 0.33
H -0.342147 0.538480 -1.377425 -0.42 -0.58 -0.16
```
Positions in Å, forces in eV/Å.

Energy ... -289613.33847 eV
Relative energy (zero: lowest compared OMol25 entry of this formula, charge and spin) ... 0.0 kJ/mol
Orbital gap (alpha / beta) ... 0.2352 / 0.2583 Ha
2S+1 ... 3
HOMO level (alpha / beta) ... -0.2393 / -0.2652 Eh

Mulliken charges in e: -1.39, -0.19, -0.24, -0.64, -0.12, -0.25, 0.78, -0.78, -0.87, -0.26, 0.42, 0.78, 0.16, 0.52, 0.42, 0.34, 0.41, 0.46, -1.15, -0.20, -0.39, 1.88, -0.34, 0.04, -1.46, -0.46, -0.27, -1.33, 0.41, 0.25, 0.19, 0.37, 0.22, -0.02, 0.58, 0.30, 0.32, 0.26, 0.44, 0.32, 0.37, 0.35, 0.22, -0.74, 0.25, -0.41, -0.42, 0.23, -0.68, -0.63, 0.06, 0.30, 0.26, 0.28, 0.40, 0.41, 0.31, 0.28, 0.21, -0.57